# C22H36N7O3Pt

C22H36N7O3Pt as an isolated structure (the ωB97M-V functional and the def2-TZVPD basis, the Open Molecules 2025 dataset).

* maximum force: 0.013 Eh/bohr
* multiplicity: 1
* energy relative to the best compared isomer or geometry (same formula, charge and spin): 23.2 kcal/mol
* charge: +1
* Kohn-Sham gap: 7.555 eV

Last column: natural (NBO) charge in e.
Element x y z (Å)
Pt1 0.490 0.014 -1.059  0.964
N1 -0.299 1.500 0.070  -0.752
C1 0.640 2.563 0.563  -0.173
C2 -0.025 3.501 1.589  -0.434
C3 -0.925 2.926 2.704  -0.423
C4 -0.201 2.522 3.993  -0.224
N2 0.880 1.569 3.774  -0.590
C5 0.657 0.332 3.347  0.679
N3 -0.548 -0.241 3.491  -0.788
N4 1.618 -0.362 2.734  -0.780
C6 2.051 1.977 0.946  0.771
O1 2.599 2.443 1.964  -0.750
O2 2.495 1.113 0.171  -0.773
H1 -1.060 1.947 -0.437  0.403
H2 -0.716 0.985 0.847  0.420
H3 0.853 3.167 -0.323  0.224
H4 -0.637 4.207 1.020  0.217
H5 0.781 4.086 2.032  0.257
H6 -1.547 2.099 2.344  0.191
H7 -1.637 3.706 2.983  0.237
H8 -0.902 2.135 4.736  0.200
H9 0.255 3.401 4.445  0.232
H10 1.723 1.993 3.353  0.463
H11 -1.214 0.144 4.137  0.417
H12 -0.651 -1.214 3.256  0.427
H13 2.444 0.147 2.443  0.441
H14 1.306 -1.083 2.096  0.440
C7 2.646 -2.466 0.358  -0.613
C8 1.805 -3.096 -0.749  -0.258
C9 1.924 -2.312 -2.051  -0.446
C10 0.338 -3.373 -0.462  -0.067
C11 -0.137 -4.644 -0.767  -0.192
C12 -1.481 -4.950 -0.679  -0.217
C13 -2.371 -3.953 -0.326  -0.187
C14 -1.953 -2.662 -0.011  -0.062
C15 -3.053 -1.643 0.246  -0.235
C16 -3.012 -0.968 1.615  -0.600
C17 -3.153 -0.607 -0.875  -0.590
C18 -0.570 -2.386 -0.025  0.270
O3 -0.088 -1.181 0.426  -0.826
H15 3.702 -2.690 0.196  0.224
H16 2.375 -2.878 1.332  0.212
H17 2.549 -1.380 0.377  0.219
H18 2.246 -4.073 -0.964  0.228
H19 1.451 -1.295 -1.967  0.067
H20 1.397 -2.788 -2.876  0.237
H21 2.957 -2.103 -2.331  0.234
H22 0.569 -5.403 -1.085  0.213
H23 -1.834 -5.947 -0.903  0.224
H24 -3.431 -4.174 -0.298  0.212
H25 -3.983 -2.217 0.214  0.212
H26 -2.170 -0.283 1.689  0.188
H27 -2.922 -1.707 2.415  0.207
H28 -3.932 -0.405 1.787  0.215
H29 -2.253 0.009 -0.917  0.175
H30 -4.015 0.045 -0.715  0.211
H31 -3.265 -1.092 -1.845  0.222
N5 -0.558 2.986 -5.349  -0.774
C19 0.384 2.527 -4.496  0.368
C20 0.051 1.721 -3.394  -0.058
N6 1.001 1.270 -2.577  -0.413
C21 2.279 1.598 -2.814  -0.061
C22 2.573 2.398 -3.905  0.050
N7 1.653 2.861 -4.737  -0.408
H32 -1.531 2.772 -5.238  0.404
H33 -0.267 3.565 -6.117  0.422
H34 -0.968 1.423 -3.184  0.215
H35 3.017 1.244 -2.111  0.260
H36 3.600 2.676 -4.106  0.222


# C22H36O2P2Sr

C22H36O2P2Sr as an isolated structure at a distorted geometry (the ωB97M-V functional and the def2-TZVPD basis, the Open Molecules 2025 dataset).

* maximum force: 0.049 Eh/bohr
* multiplicity: 1
* energy relative to the best compared isomer or geometry (same formula, charge and spin): 2.1 kcal/mol
* charge: 0
* Kohn-Sham gap (spin up / spin down): 3.318 / 3.317 eV

Last column: natural (NBO) charge in e.
Element x y z (Å)
P1 0.020 -2.386 0.425  1.101
P2 -0.258 2.379 -0.148  0.711
C1 -0.423 -0.766 -0.578  -0.797
C2 0.325 0.563 -0.830  -0.831
H1 -1.524 -0.666 -0.585  0.245
H2 -0.185 -1.307 -1.502  0.286
H3 1.423 0.505 -0.609  0.206
H4 0.290 0.836 -1.891  0.302
C3 -1.803 2.696 -1.057  -0.940
H5 -2.465 3.272 -0.406  0.253
H6 -2.332 1.770 -1.320  0.243
H7 -1.684 3.333 -1.943  0.227
C4 0.908 3.499 -1.009  -0.956
H8 0.535 3.970 -1.933  0.236
H9 1.872 3.006 -1.191  0.247
H10 1.102 4.312 -0.302  0.255
C5 -0.928 -3.633 -0.579  -1.078
H11 -1.160 -4.508 0.041  0.243
H12 -0.349 -4.022 -1.446  0.202
H13 -1.863 -3.217 -0.998  0.233
C6 1.668 -2.697 -0.311  -1.001
H14 2.225 -1.763 -0.487  0.245
H15 1.554 -3.217 -1.283  0.240
H16 2.231 -3.352 0.363  0.251
Sr1 0.815 0.527 1.731  1.174
C7 0.599 1.593 -3.897  -0.194
C8 -0.748 1.616 -3.874  -0.176
C9 -1.630 0.789 -4.764  -0.453
C10 -1.294 -0.715 -4.862  -0.455
C11 -0.471 -1.361 -3.775  -0.191
C12 0.875 -1.369 -3.745  -0.185
C13 1.699 -0.621 -4.770  -0.450
C14 1.378 0.884 -4.966  -0.450
C15 0.019 -2.343 2.475  -0.965
H17 1.181 2.211 -3.207  0.207
H18 -1.289 2.447 -3.413  0.204
H19 -1.663 1.236 -5.783  0.226
H20 -2.669 0.853 -4.398  0.213
H21 -2.264 -1.230 -4.828  0.220
H22 -0.900 -0.914 -5.867  0.213
H23 -1.075 -1.971 -3.092  0.204
H24 1.424 -2.147 -3.188  0.210
H25 1.616 -1.145 -5.750  0.222
H26 2.762 -0.671 -4.498  0.217
H27 2.339 1.410 -5.069  0.223
H28 0.890 0.978 -5.944  0.210
H29 0.610 -1.743 3.239  0.170
H30 0.354 -3.369 2.687  0.232
H31 -1.045 -2.271 2.765  0.236
O1 -1.359 2.601 4.736  -0.649
C16 -0.580 1.655 4.809  0.780
O2 0.065 1.110 3.797  -1.021
C17 -0.271 1.012 6.130  -0.149
C18 0.943 0.331 6.285  -0.192
C19 1.286 -0.262 7.496  -0.217
C20 0.391 -0.209 8.578  -0.213
C21 -0.807 0.517 8.455  -0.226
C22 -1.139 1.110 7.236  -0.177
H32 1.600 0.303 5.413  0.221
H33 2.194 -0.869 7.529  0.208
H34 0.621 -0.725 9.508  0.209
H35 -1.553 0.487 9.251  0.210
H36 -2.082 1.657 7.152  0.230


# C22H36O3P2Re

C22H36O3P2Re as an isolated structure at a distorted geometry (the ωB97M-V functional and the def2-TZVPD basis, the Open Molecules 2025 dataset).

* maximum force: 0.208 Eh/bohr
* multiplicity: 4
* energy relative to the best compared isomer or geometry (same formula, charge and spin): 11.1 kcal/mol
* charge: +2
* Kohn-Sham gap (spin up / spin down): 6.060 / 3.560 eV

Last column: natural (NBO) charge in e.
Element x y z (Å)
P1 -0.084 -2.248 -4.374  1.110
P2 -0.099 0.751 -4.596  1.022
C1 -0.612 -1.470 -6.020  -0.689
C2 0.161 -0.187 -6.175  -0.715
H1 -1.692 -1.276 -5.903  0.230
H2 -0.464 -2.144 -6.877  0.258
H3 1.239 -0.334 -6.290  0.233
H4 -0.177 0.409 -7.043  0.253
C3 -1.534 1.706 -5.416  -0.901
H5 -1.748 2.626 -4.868  0.233
H6 -2.435 1.086 -5.454  0.234
H7 -1.275 2.040 -6.438  0.249
C4 1.091 2.081 -5.329  -0.884
H8 0.882 2.240 -6.392  0.246
H9 2.127 1.741 -5.223  0.229
H10 0.942 3.028 -4.800  0.235
C5 -1.035 -3.778 -4.473  -0.945
H11 -0.995 -4.238 -3.483  0.250
H12 -0.580 -4.414 -5.209  0.257
H13 -2.080 -3.575 -4.731  0.258
C6 1.561 -2.901 -4.881  -0.951
H14 2.323 -2.115 -5.022  0.248
H15 1.486 -3.504 -5.794  0.260
H16 1.929 -3.544 -4.067  0.252
Re1 -0.048 -1.031 -2.637  0.584
C7 0.377 3.958 -2.578  -0.174
C8 -0.964 3.886 -2.539  -0.193
C9 -1.719 2.862 -1.596  -0.421
C10 -2.409 1.641 -2.341  -0.546
C11 -1.755 0.289 -2.518  -0.131
C12 1.700 0.365 -1.672  -0.165
C13 2.028 1.800 -2.174  -0.455
C14 1.184 3.020 -1.681  -0.451
C15 0.361 -2.843 -1.659  -0.982
H17 0.942 4.487 -3.368  0.226
H18 -1.649 4.376 -3.273  0.224
H19 -2.628 3.432 -1.258  0.239
H20 -1.139 2.503 -0.689  0.196
H21 -3.302 1.467 -1.732  0.234
H22 -2.890 2.025 -3.269  0.276
H23 -2.480 -0.498 -2.167  0.192
H24 2.554 -0.307 -1.605  0.201
H25 2.077 1.743 -3.274  0.238
H26 3.043 1.905 -1.774  0.217
H27 0.547 2.715 -0.806  0.188
H28 1.942 3.666 -1.275  0.231
H29 1.166 -2.621 -0.948  0.226
H30 0.659 -3.730 -2.239  0.228
H31 -0.519 -3.107 -1.076  0.252
O1 2.020 2.040 2.049  -0.507
C16 0.800 1.556 2.408  0.472
C17 0.278 2.131 3.557  -0.172
C18 -1.007 1.811 3.957  -0.167
C19 -1.850 0.930 3.231  -0.011
C20 -1.322 0.350 2.070  -0.110
C21 -0.008 0.607 1.677  -0.176
C22 0.396 0.088 0.358  0.810
O2 -0.365 -0.617 -0.335  -0.616
O3 1.554 0.564 -0.118  -0.561
H32 2.324 1.679 1.190  0.542
H33 0.946 2.877 4.042  0.284
H34 -1.364 2.290 4.866  0.268
H35 -2.873 0.718 3.558  0.265
H36 -1.903 -0.325 1.441  0.273


What did the second record say?
# C22H36O2P2Sr

C22H36O2P2Sr as an isolated structure at a distorted geometry (the ωB97M-V functional and the def2-TZVPD basis, the Open Molecules 2025 dataset).

* maximum force: 0.049 Eh/bohr
* multiplicity: 1
* energy relative to the best compared isomer or geometry (same formula, charge and spin): 2.1 kcal/mol
* charge: 0
* Kohn-Sham gap (spin up / spin down): 3.318 / 3.317 eV

Last column: natural (NBO) charge in e.
Element x y z (Å)
P1 0.020 -2.386 0.425  1.101
P2 -0.258 2.379 -0.148  0.711
C1 -0.423 -0.766 -0.578  -0.797
C2 0.325 0.563 -0.830  -0.831
H1 -1.524 -0.666 -0.585  0.245
H2 -0.185 -1.307 -1.502  0.286
H3 1.423 0.505 -0.609  0.206
H4 0.290 0.836 -1.891  0.302
C3 -1.803 2.696 -1.057  -0.940
H5 -2.465 3.272 -0.406  0.253
H6 -2.332 1.770 -1.320  0.243
H7 -1.684 3.333 -1.943  0.227
C4 0.908 3.499 -1.009  -0.956
H8 0.535 3.970 -1.933  0.236
H9 1.872 3.006 -1.191  0.247
H10 1.102 4.312 -0.302  0.255
C5 -0.928 -3.633 -0.579  -1.078
H11 -1.160 -4.508 0.041  0.243
H12 -0.349 -4.022 -1.446  0.202
H13 -1.863 -3.217 -0.998  0.233
C6 1.668 -2.697 -0.311  -1.001
H14 2.225 -1.763 -0.487  0.245
H15 1.554 -3.217 -1.283  0.240
H16 2.231 -3.352 0.363  0.251
Sr1 0.815 0.527 1.731  1.174
C7 0.599 1.593 -3.897  -0.194
C8 -0.748 1.616 -3.874  -0.176
C9 -1.630 0.789 -4.764  -0.453
C10 -1.294 -0.715 -4.862  -0.455
C11 -0.471 -1.361 -3.775  -0.191
C12 0.875 -1.369 -3.745  -0.185
C13 1.699 -0.621 -4.770  -0.450
C14 1.378 0.884 -4.966  -0.450
C15 0.019 -2.343 2.475  -0.965
H17 1.181 2.211 -3.207  0.207
H18 -1.289 2.447 -3.413  0.204
H19 -1.663 1.236 -5.783  0.226
H20 -2.669 0.853 -4.398  0.213
H21 -2.264 -1.230 -4.828  0.220
H22 -0.900 -0.914 -5.867  0.213
H23 -1.075 -1.971 -3.092  0.204
H24 1.424 -2.147 -3.188  0.210
H25 1.616 -1.145 -5.750  0.222
H26 2.762 -0.671 -4.498  0.217
H27 2.339 1.410 -5.069  0.223
H28 0.890 0.978 -5.944  0.210
H29 0.610 -1.743 3.239  0.170
H30 0.354 -3.369 2.687  0.232
H31 -1.045 -2.271 2.765  0.236
O1 -1.359 2.601 4.736  -0.649
C16 -0.580 1.655 4.809  0.780
O2 0.065 1.110 3.797  -1.021
C17 -0.271 1.012 6.130  -0.149
C18 0.943 0.331 6.285  -0.192
C19 1.286 -0.262 7.496  -0.217
C20 0.391 -0.209 8.578  -0.213
C21 -0.807 0.517 8.455  -0.226
C22 -1.139 1.110 7.236  -0.177
H32 1.600 0.303 5.413  0.221
H33 2.194 -0.869 7.529  0.208
H34 0.621 -0.725 9.508  0.209
H35 -1.553 0.487 9.251  0.210
H36 -2.082 1.657 7.152  0.230